# 1
The following is a quantum chemistry calculation of C35H53MgNOP2Sb as an isolated structure at a distorted geometry, from OMol25.

Each line ends with the Mulliken charge.
Cartesian coordinates (Å):
1 H -1.07 5.17 1.88  0.237
2 C -0.44 -6.29 4.48  -0.672
3 C 2.56 -2.83 0.03  0.722
4 H -4.51 1.90 1.35  0.509
5 C -0.08 3.20 1.97  0.682
6 P -0.80 2.17 0.56  0.724
7 H 0.98 2.87 1.97  0.353
8 C -6.05 -2.57 2.88  -0.690
9 H 1.06 -5.39 5.74  0.403
10 Sb -1.12 -1.67 2.62  0.018
11 H -1.69 -3.26 -0.21  -0.301
12 H -2.34 -4.60 2.20  0.434
13 H -2.49 4.72 -0.05  0.330
14 H -0.49 -2.97 -2.35  0.526
15 C -3.44 1.72 1.50  -1.071
16 C -2.65 2.57 0.51  0.210
17 C 0.15 -3.93 4.45  -0.322
18 H -3.31 -2.36 4.93  0.346
19 C 1.78 -1.31 -2.31  -0.811
20 H 1.76 -0.71 3.62  0.286
21 H 0.10 -5.30 -2.69  0.502
22 C -3.90 -2.30 4.01  -0.521
23 C 0.32 -5.22 4.96  -0.597
24 H 0.16 -0.06 -3.09  0.363
25 C -0.53 0.39 6.55  -0.654
26 H 1.64 -2.08 -3.07  0.360
27 H -0.52 -4.49 0.34  0.101
28 H -3.25 0.65 1.36  -0.106
29 H 0.54 5.15 2.58  0.487
30 C -0.31 -0.62 4.37  0.355
31 H -0.56 1.63 -2.57  0.388
32 H -6.03 -2.18 0.76  0.420
33 H -2.95 4.42 1.66  0.283
34 C -0.15 3.02 -0.94  -0.768
35 N 1.35 1.17 -1.87  -0.571
36 H 4.47 -3.74 -0.29  0.485
37 C 0.85 0.62 6.60  -0.667
38 C 1.65 0.24 5.52  -0.667
39 H 3.20 -4.54 -1.22  0.276
40 H 0.70 3.65 -0.63  0.467
41 C -1.58 -4.77 2.96  -0.778
42 C 1.23 0.00 -2.86  -1.081
43 H 1.56 -4.34 -2.91  0.336
44 H -2.21 -0.37 5.39  0.365
45 C -1.39 -6.06 3.48  -0.581
46 C -1.00 -4.04 -0.54  -0.652
47 C 1.07 -0.39 4.42  -0.207
48 H 1.19 -0.15 2.00  -0.181
49 C 0.26 2.22 -2.17  -1.075
50 C 3.56 -3.55 -0.89  -1.568
51 C 0.82 -4.65 -2.16  -1.757
52 C -0.07 4.72 1.78  -1.499
53 C -1.20 -0.42 -0.41  -0.051
54 H 1.30 -5.29 -1.41  0.282
55 C -0.68 2.81 3.32  -1.455
56 H 2.18 1.63 -2.24  0.354
57 H -2.89 2.25 -0.52  0.502
58 H -2.00 -6.88 3.09  0.402
59 H -7.11 -2.82 2.91  0.372
60 H -0.01 3.17 4.12  0.548
61 H 1.60 -3.15 1.97  -0.053
62 H 2.71 0.43 5.50  0.454
63 H 3.12 -4.04 1.72  0.550
64 H -1.59 -4.83 -1.04  0.574
65 H 0.37 5.04 0.83  0.312
66 C -1.13 -0.22 5.43  -0.204
67 C 0.03 -3.50 -1.53  0.111
68 H 0.65 2.94 -2.92  0.459
69 O -2.13 -0.60 -1.10  -0.327
70 C -4.09 -1.88 1.62  -0.258
71 Mg 0.97 0.26 0.41  1.783
72 H 0.74 -3.10 4.84  0.380
73 C -5.27 -2.61 4.04  -0.730
74 H 2.86 -1.20 -2.14  0.491
75 C -5.45 -2.21 1.67  -0.778
76 H 3.86 -2.96 -1.76  0.311
77 H -5.72 -2.89 4.99  0.409
78 C 2.19 -3.71 1.23  -1.078
79 H -0.31 -7.30 4.88  0.372
80 H -1.68 3.27 3.48  0.193
81 H 1.83 0.24 -3.78  0.462
82 H -3.63 -1.60 0.66  0.146
83 P 1.04 -2.07 -0.80  0.883
84 H 3.08 -1.94 0.41  0.263
85 H -0.96 3.70 -1.23  0.340
86 H -3.19 1.99 2.54  0.154
87 H 1.31 1.09 7.47  0.372
88 H -1.16 0.67 7.39  0.387
89 H -4.10 4.15 0.36  0.471
90 C -3.04 4.05 0.63  -1.681
91 H 1.62 -4.61 0.93  0.141
92 C -3.33 -1.94 2.79  0.905
93 H -0.75 1.72 3.44  0.232
94 C -0.80 -3.71 3.44  0.824

Output
Net charge: +1
Energy above the lowest of the compared OMol25 structures with the same formula, charge and spin, kJ/mol: 0.00
E_HOMO, eV: -10.0
Frontier orbital gap, Ha: 0.280



# 2
The following is a quantum chemistry calculation of C18H30AsIrN4O3S3Si2 as an isolated structure, from OMol25.

Each line ends with the Mulliken charge.
Cartesian coordinates (Å):
1 As -1.66 -1.47 0.52  -0.229
2 C -3.17 0.18 -2.03  -0.889
3 N 5.50 4.42 -2.61  -0.468
4 C 3.43 4.44 -1.40  -0.812
5 C 2.16 -3.18 -2.82  -1.102
6 C 2.28 -3.55 -0.49  0.284
7 H 1.55 4.30 -0.38  0.458
8 C 1.48 1.98 4.34  -0.695
9 C 1.22 1.26 1.80  0.388
10 H 3.59 5.48 -1.13  0.296
11 C 2.29 3.79 -0.98  -0.385
12 O 1.79 -2.81 -1.47  -0.101
13 H 5.72 5.34 -2.27  0.199
14 C -1.21 -2.12 -2.82  -0.583
15 H -0.88 -3.12 -2.54  0.299
16 N 1.09 0.72 0.52  -0.434
17 O 0.30 0.63 -1.79  -0.636
18 H -3.14 -3.71 2.85  0.325
19 Ir 0.56 -1.14 0.70  1.502
20 C -3.87 -2.94 2.62  -0.973
21 H -2.58 -0.83 4.80  0.471
22 H 6.24 3.91 -3.06  0.197
23 H -1.16 -1.49 3.96  0.274
24 H 2.84 0.75 -2.39  0.515
25 C 2.09 2.46 -1.34  -0.327
26 C -2.00 -0.80 3.87  -0.990
27 C 4.17 2.43 -2.52  -0.869
28 H -4.40 -3.23 1.70  0.304
29 H -5.00 0.22 2.74  0.408
30 H -4.86 -0.26 1.05  0.283
31 C 1.63 2.88 3.30  -0.211
32 S 0.64 1.65 -0.83  1.428
33 H -2.34 0.89 -2.02  0.261
34 S 3.24 -4.85 -0.59  -0.192
35 H 1.05 -0.11 4.74  0.463
36 H -3.92 0.50 -1.30  0.303
37 C 4.39 3.77 -2.17  1.122
38 H -1.56 -2.16 -3.86  0.465
39 Si -2.57 -1.55 -1.71  0.308
40 H -1.62 0.21 3.74  0.252
41 H -3.79 0.99 1.70  0.356
42 H 3.24 -3.14 -2.93  0.447
43 H 1.80 -4.18 -3.03  0.436
44 H 1.60 2.28 5.37  0.421
45 N 1.51 2.53 2.02  -0.339
46 C 1.19 0.67 3.99  -0.219
47 C -4.29 0.05 1.93  -1.020
48 S 1.80 -2.94 1.11  -0.251
49 C 3.02 1.78 -2.11  -0.437
50 H 1.66 -2.45 -3.45  0.280
51 H -4.50 -2.85 -2.49  0.376
52 N 1.05 0.31 2.72  -0.300
53 H -3.63 0.20 -3.02  0.388
54 C -3.98 -2.76 -1.53  -1.081
55 O -0.34 2.60 -0.39  -0.756
56 H 4.89 1.90 -3.13  0.301
57 H -0.38 -1.43 -2.76  -0.128
58 H -3.63 -3.75 -1.24  0.333
59 Si -3.08 -1.27 2.44  0.208
60 H -4.71 -2.41 -0.81  0.274
61 H -4.61 -2.92 3.42  0.356
62 H 1.87 3.92 3.48  0.446

Output
Net charge: +1
Energy above the lowest of the compared OMol25 structures with the same formula, charge and spin, kJ/mol: 198.03
E_HOMO (alpha / beta), eV: -10.6 / -10.6
Frontier orbital gap (alpha / beta), Ha: 0.223 / 0.228
2S+1: 2



# 3
The following is a quantum chemistry calculation of C3H3NOS2 in the gas phase at a distorted geometry, from OMol25.

Each line ends with the Mulliken charge.
Cartesian coordinates (Å):
1 C 1.20 -0.73 -0.14  -0.051
2 N -0.01 0.02 0.00  0.152
3 H -0.57 1.62 1.13  0.360
4 H -1.06 -1.75 -0.31  0.203
5 S -2.77 -0.05 0.01  -0.222
6 S 2.76 -0.27 0.08  -0.202
7 C -1.25 -0.69 -0.10  0.009
8 O 0.61 2.20 -0.37  -0.382
9 C 0.07 1.36 0.27  -0.078
10 H 1.02 -1.71 -0.58  0.211

Output
SMILES: O=CN(C=S)C=S
Net charge: 0
Energy above the lowest of the compared OMol25 structures with the same formula, charge and spin, kJ/mol: 176.63
E_HOMO, eV: -9.4
Frontier orbital gap, Ha: 0.302



# 4
The following is a quantum chemistry calculation of C6H7NO in the gas phase at a distorted geometry, from OMol25.

Each line ends with the Mulliken charge.
Cartesian coordinates (Å):
1 C 1.27 -1.34 0.61  -0.784
2 H 1.74 -2.10 -0.12  0.269
3 C -1.36 -0.28 -0.28  -0.659
4 C -0.82 0.79 0.57  -0.121
5 H 0.13 -1.64 0.98  0.317
6 C -2.04 -1.15 -0.75  0.021
7 O 1.94 0.22 -1.24  -0.479
8 H -2.31 -1.98 -1.24  0.520
9 H 1.96 -0.96 1.58  0.276
10 C -0.38 1.83 -0.37  -0.480
11 N 0.60 1.04 0.43  -0.259
12 H -0.50 2.92 0.02  0.203
13 H -1.30 0.95 1.50  0.346
14 H -0.31 1.76 -1.43  0.277
15 C 1.37 -0.06 -0.27  0.552

Output
SMILES: C#C[C@@H]1CN1C(C)=O
Net charge: 0
Energy above the lowest of the compared OMol25 structures with the same formula, charge and spin, kJ/mol: 423.59
E_HOMO, eV: -9.6
Frontier orbital gap, Ha: 0.383



# 5
The following is a quantum chemistry calculation of a 9-piece molecular cluster, H19O9 overall at a distorted geometry, from OMol25.

Each line ends with the Mulliken charge.
Cartesian coordinates (Å):
1 O -1.03 2.02 -3.32  -0.586
2 H 1.53 1.82 2.89  0.311
3 H -1.73 0.69 0.07  0.289
4 H 0.55 2.59 -0.08  0.408
5 O 2.22 -1.88 -0.96  -0.627
6 H -1.06 -0.13 1.23  0.335
7 H 2.50 2.14 1.80  0.327
8 O -3.53 -0.30 -0.38  -0.655
9 H 0.12 1.08 -0.36  0.509
10 H -3.95 -1.17 -0.38  0.323
11 H -3.83 0.20 0.39  0.334
12 O -0.66 -1.48 3.32  -0.596
13 H -1.23 -2.23 3.49  0.296
14 H -1.61 1.68 -4.01  0.302
15 H -0.52 2.64 -3.84  0.304
16 O -0.96 0.62 0.63  -0.675
17 H 1.30 -2.01 -1.19  0.324
18 H 2.95 0.19 -1.65  0.342
19 H -1.40 -3.81 1.99  0.296
20 H 3.58 1.37 -2.50  0.291
21 O 3.01 1.14 -1.77  -0.639
22 O 1.56 2.21 2.01  -0.613
23 O -1.21 -3.95 1.07  -0.598
24 O 0.60 1.89 -0.76  -0.382
25 H -0.79 -0.84 3.97  0.305
26 H 2.73 -2.68 -0.85  0.297
27 H 1.50 1.58 -0.48  0.474
28 H -0.37 -4.34 0.84  0.308

Output
Net charge: +1
Energy above the lowest of the compared OMol25 structures with the same formula, charge and spin, kJ/mol: 258.70
E_HOMO, eV: -14.3
Frontier orbital gap, Ha: 0.421



# 6
The following is a quantum chemistry calculation of an isolated ion of composition C10H17N2O3 and charge +1 at a distorted geometry, from OMol25.

Each line ends with the Mulliken charge.
Cartesian coordinates (Å):
1 H -0.95 0.48 -2.26  0.332
2 C 2.74 -0.18 0.76  -0.612
3 H 0.17 -0.72 1.83  0.384
4 H 2.49 -2.06 1.95  0.375
5 H 0.26 -2.46 1.49  0.370
6 O 0.46 1.62 1.34  -0.638
7 C -3.49 0.57 0.92  -1.346
8 H 0.52 1.50 -2.82  0.339
9 C 2.13 -1.59 1.02  -0.720
10 H -1.58 2.19 -0.86  0.318
11 O -2.14 -1.95 0.47  -0.448
12 H 2.51 -0.07 -1.42  0.405
13 N 0.03 1.34 0.22  0.836
14 H 0.66 -0.22 -2.77  0.380
15 C 2.26 0.46 -0.55  -0.670
16 H 2.54 0.30 1.72  0.348
17 N -1.56 -0.82 0.18  0.594
18 H 2.22 -2.24 0.07  0.318
19 C -2.09 0.35 0.42  0.903
20 O 0.04 -1.83 -1.19  -0.544
21 C 0.73 0.74 -0.75  0.221
22 H -3.43 1.61 1.45  0.336
23 H -4.08 0.91 0.10  0.388
24 H 3.82 -0.26 0.65  0.380
25 C 0.17 0.71 -2.21  -1.314
26 H -3.95 -0.19 1.52  0.407
27 C -1.45 1.64 0.11  -1.268
28 H -1.81 2.33 0.86  0.560
29 H 2.68 1.55 -0.55  0.299
30 C -0.04 -1.22 -0.15  0.084
31 H -2.18 -2.46 -0.36  0.443
32 C 0.66 -1.49 1.14  -0.462

Output
SMILES: C/C1=[N+](/[O-])C/C(C)=[N+](/O)C(=O)CCCC1
Net charge: +1
Energy above the lowest of the compared OMol25 structures with the same formula, charge and spin, kJ/mol: 395.63
E_HOMO (alpha / beta), eV: -12.6 / -12.6
Frontier orbital gap (alpha / beta), Ha: 0.303 / 0.303



# 7
The following is a quantum chemistry calculation of C36H55Cl2Cu2N5O as an isolated structure at a distorted geometry, from OMol25.

Each line ends with the Mulliken charge.
Cartesian coordinates (Å):
1 N -2.31 -3.00 1.11  0.025
2 C -4.96 4.89 -1.05  -0.989
3 C -3.89 6.87 0.20  -0.644
4 H -5.08 2.24 -4.67  0.384
5 C -5.03 2.44 -1.33  -0.719
6 H -4.30 1.05 -2.80  -0.249
7 H -4.27 -2.34 0.94  0.417
8 H 2.19 -0.94 4.82  0.456
9 N 4.80 -1.48 -2.00  0.123
10 H -1.14 2.18 0.65  0.009
11 H -3.17 6.11 -1.64  0.305
12 C -2.86 3.44 -1.27  -0.638
13 H -6.04 0.98 -2.57  0.456
14 Cl -0.08 5.89 -1.58  -0.096
15 C 3.41 -9.03 -0.65  -0.770
16 C -4.95 7.88 0.62  -1.346
17 C 5.12 -1.42 -3.50  -0.797
18 H 0.23 -6.99 1.98  0.508
19 H 0.20 -3.33 -1.01  0.264
20 Cl 2.17 5.72 1.02  -0.093
21 H 2.31 -1.15 2.23  0.563
22 H 2.97 -0.54 -2.27  -0.048
23 H 1.93 -8.83 1.38  0.406
24 H -5.93 7.39 0.59  0.333
25 H 3.41 -9.25 -1.71  0.348
26 H -4.48 4.76 -3.65  0.330
27 H 4.39 -8.56 -0.55  0.394
28 C -2.39 -4.23 1.63  -0.531
29 C 5.77 -1.86 -1.17  -0.532
30 C 3.09 -0.85 4.23  -0.254
31 H 6.19 0.12 4.86  0.403
32 H -0.06 1.07 1.52  0.326
33 C 3.68 -0.91 -1.52  -0.302
34 C -0.45 -4.86 0.39  1.000
35 O -0.08 0.83 -0.52  -0.194
36 H -2.65 3.87 -0.29  0.461
37 C -1.43 -2.64 0.14  0.833
38 H 6.33 -2.05 0.96  0.702
39 H -4.49 1.83 -0.61  0.273
40 N 2.34 -8.02 -0.45  0.029
41 C 5.40 -0.36 4.30  -0.333
42 H -3.25 3.52 -3.53  0.314
43 H 3.35 -9.89 0.01  0.309
44 H -3.28 -4.44 2.21  0.504
45 C 3.56 -0.57 -0.19  -0.641
46 H 6.14 -1.08 -3.65  0.384
47 H -1.66 0.59 0.87  -0.231
48 H 1.09 -5.23 -1.80  0.412
49 H -6.28 3.24 -3.65  0.386
50 Cu 0.73 1.24 -2.98  0.748
51 C -0.46 -3.59 -0.20  -0.551
52 C -5.31 2.75 -3.74  -0.692
53 C -3.40 -2.07 1.53  -0.710
54 C -0.75 1.16 0.67  -0.108
55 H 3.14 0.00 6.56  0.375
56 C 1.26 4.81 -1.34  -0.134
57 H 2.19 5.27 -1.69  0.501
58 H -1.65 -6.20 1.63  0.617
59 H -2.51 2.41 -1.44  -0.334
60 H -1.59 -1.61 -0.22  -0.657
61 H 2.73 0.02 0.18  0.812
62 H -4.73 8.18 1.65  0.380
63 C 5.67 -1.68 0.19  -0.713
64 C -5.20 1.67 -2.65  0.016
65 H -5.03 8.83 0.10  0.366
66 H 4.22 -1.40 6.83  0.323
67 H -6.01 4.91 -1.32  0.536
68 C 1.49 4.37 0.10  0.035
69 C 0.71 -7.05 1.02  -0.857
70 C 5.53 -0.50 2.94  -0.727
71 H -6.02 2.65 -0.92  0.394
72 Cu -1.62 0.10 -2.19  0.447
73 C -4.28 3.76 -3.26  -0.515
74 H 4.87 0.36 6.64  0.356
75 H 4.29 -0.86 -3.92  0.235
76 H 6.49 -0.34 2.48  0.580
77 H 2.76 -6.97 -2.20  0.439
78 C 1.64 -8.04 0.70  -0.267
79 C 4.39 -0.81 2.18  0.842
80 H -2.93 7.38 0.16  0.319
81 H -3.48 -2.03 2.61  0.409
82 C -4.14 6.18 -1.15  -0.678
83 H 5.09 -2.44 -3.86  0.403
84 H -4.63 6.95 -1.76  0.543
85 H -2.16 4.01 -1.88  0.300
86 C 1.30 -5.96 -1.03  -0.627
87 C 3.19 -0.98 2.84  -0.816
88 H 6.64 -2.35 -1.62  0.537
89 N 4.22 -0.61 4.90  0.007
90 H 2.30 3.64 0.09  0.061
91 C 0.57 -5.97 0.14  1.320
92 C 2.13 -7.02 -1.31  -0.538
93 H -5.00 4.61 0.01  0.581
94 H -3.75 6.17 1.03  0.339
95 C -1.48 -5.20 1.27  -0.704
96 C 4.56 -0.99 0.71  0.787
97 C 4.14 -0.40 6.40  -0.812
98 H -3.11 -1.05 1.28  0.013
99 H 0.62 3.93 0.57  0.081
100 H 1.06 3.98 -2.04  -0.284
101 N -4.26 3.73 -1.71  0.771

Output
Net charge: +6
E_HOMO, eV: -21.1
Frontier orbital gap, Ha: 0.144



# 8
The following is a quantum chemistry calculation of a 2-piece molecular cluster, C3H4BrClO overall at a distorted geometry, from OMol25.

Each line ends with the Mulliken charge.
Cartesian coordinates (Å):
1 H -0.85 -1.14 1.74  0.239
2 H 0.73 0.81 0.49  0.396
3 Cl 1.97 -0.21 -2.55  -0.173
4 O 0.14 1.64 -2.21  -0.431
5 H -0.75 -1.69 -0.22  0.136
6 C 0.31 0.31 -2.02  0.132
7 H 0.68 2.06 -2.91  0.343
8 C 0.18 -0.06 0.30  -0.128
9 Br -1.00 -0.91 -2.64  -0.121
10 C -0.56 -1.05 0.64  -0.393

Output
Net charge: 0
Energy above the lowest of the compared OMol25 structures with the same formula, charge and spin, kJ/mol: 388.82
E_HOMO, eV: -8.5
Frontier orbital gap, Ha: 0.322